# 1
# C3H7ClNO2PS

One molecule with the formula C3H7ClNO2PS (ωB97M-V with the def2-TZVPD basis set, OMol25).

```
! wB97M-V def2-TZVPD RIJCOSX def2/J DEFGRID3
* xyz 0 1
C -2.111 -1.953 0.351
S -2.480 -0.474 -0.686
P -1.344 1.047 0.304
O -1.559 1.090 1.767
Cl -1.732 2.691 -0.673
N 0.312 0.483 -0.492
C 1.237 1.368 0.028
C 2.669 1.029 -0.295
O 0.853 2.269 0.724
H -2.206 -1.761 1.433
H -1.112 -2.229 0.194
H -2.855 -2.714 0.086
H 0.658 -0.388 -0.870
H 2.674 0.023 -0.799
H 2.883 1.879 -0.886
H 3.258 1.127 0.602
*
```

Summary:
ΔE to the lowest compared entry with this formula, charge and spin   15.15 kcal/mol
M   187.59 g mol⁻¹
E_HOMO   -9.61 eV


# 2
# C16H19BN6W

C16H19BN6W as an isolated structure (ωB97M-V with the def2-TZVPD basis set, OMol25).

```
! wB97M-V def2-TZVPD RIJCOSX def2/J DEFGRID3
* xyz 4 3
C -1.322 -0.902 2.708
N -1.024 -1.010 1.373
N -1.498 -2.261 0.942
C -2.034 -2.904 1.991
C -1.938 -2.085 3.117
B -1.245 -2.749 -0.514
N -1.741 -1.617 -1.468
N -1.249 -0.314 -1.391
C -1.809 0.416 -2.396
C -2.628 -0.436 -3.134
C -2.563 -1.692 -2.527
W 0.134 0.081 0.093
N 0.286 -2.827 -0.706
N 1.071 -1.675 -0.537
C 2.365 -2.047 -0.767
C 2.406 -3.405 -1.084
C 1.086 -3.855 -1.038
H 3.171 -1.326 -0.705
H 0.679 -4.851 -1.211
H 3.282 -4.005 -1.322
H -1.793 -3.792 -0.744
H -3.058 -2.615 -2.767
H -2.460 -3.888 1.871
H -3.198 -0.180 -3.998
H -2.287 -2.328 4.103
H -1.569 1.461 -2.512
H -1.058 -0.021 3.256
H 1.006 2.102 -1.566
C 0.384 2.968 -1.324
H -0.119 3.318 -2.236
H -0.356 2.709 -0.554
H 1.028 3.790 -0.984
C 2.694 1.977 3.919
C 1.950 2.809 3.081
C 1.269 2.284 1.977
C 1.357 0.910 1.699
C 2.152 0.076 2.502
C 2.792 0.613 3.631
H 3.197 2.394 4.796
H 1.877 3.881 3.279
H 0.661 2.919 1.335
H 2.255 -0.981 2.257
H 3.365 -0.040 4.290
*
```

Summary:
ΔE to the lowest compared entry with this formula, charge and spin   0.00 kcal/mol
M   490.02 g mol⁻¹
E_HOMO (alpha / beta)   -22.07 / -22.04 eV


# 3
# C7H4BF5

A 2-piece molecular cluster, C7H4BF5 overall (ωB97M-V with the def2-TZVPD basis set, OMol25).

```
! wB97M-V def2-TZVPD RIJCOSX def2/J DEFGRID3
* xyz 0 1
B 0.527 0.019 0.334
C -1.581 -0.631 2.277
C -1.051 -0.728 3.561
C -2.600 -1.485 1.913
C -1.607 -1.587 4.483
C -3.148 -2.359 2.851
C -2.654 -2.440 4.120
C 0.003 1.316 -0.254
F -0.168 0.129 4.043
F -3.188 -1.291 0.749
F -1.088 -1.573 5.712
F -4.213 -3.168 2.517
F -3.028 -3.466 4.868
H 1.365 -0.807 0.379
H -0.939 0.933 -0.759
H 0.497 1.848 -0.969
H -0.539 1.997 0.317
*
```

Summary:
ΔE to the lowest compared entry with this formula, charge and spin   42.65 kcal/mol
M   193.91 g mol⁻¹
E_HOMO (alpha / beta)   -8.77 / -8.77 eV


# 4
# C2H8S3

A 2-piece molecular cluster, C2H8S3 overall (ωB97M-V with the def2-TZVPD basis set, OMol25).

```
! wB97M-V def2-TZVPD RIJCOSX def2/J DEFGRID3
* xyz 0 1
C -1.638 -1.200 -0.151
S -0.669 -0.083 -1.227
C -1.453 1.490 -0.786
H -1.803 -0.849 0.860
H -2.565 -1.398 -0.608
H -0.990 -2.125 0.083
H -1.078 1.798 0.255
H -2.538 1.453 -0.989
H -1.226 2.227 -1.534
S 2.680 -1.067 0.740
S 4.248 0.605 1.141
H 1.808 -0.479 1.458
H 5.223 -0.372 0.758
*
```

Summary:
ΔE to the lowest compared entry with this formula, charge and spin   31.68 kcal/mol
M   128.29 g mol⁻¹
E_HOMO   -8.48 eV


# 5
# C25H24F3Zr

C25H24F3Zr as an isolated structure (ωB97M-V with the def2-TZVPD basis set, OMol25).

```
! wB97M-V def2-TZVPD RIJCOSX def2/J DEFGRID3
* xyz -1 1
C 0.620 -0.261 0.197
Zr 0.662 -1.701 -1.522
C 0.709 -0.228 -3.179
C -1.083 -3.226 -0.487
C -1.715 -1.938 -0.604
C -1.826 -1.621 -2.003
C -1.262 -2.712 -2.757
C -0.802 -3.702 -1.819
C 2.578 -2.723 -0.214
C 3.143 -1.635 -0.970
C 3.030 -1.955 -2.368
C 2.399 -3.245 -2.482
C 2.119 -3.716 -1.147
H 0.502 -0.719 1.187
H 1.517 0.372 0.260
H -0.225 0.439 0.091
H 0.814 -0.697 -4.167
H -0.191 0.401 -3.233
H 1.557 0.467 -3.084
H -0.973 -3.798 0.436
H -2.097 -1.334 0.221
H -2.294 -0.727 -2.420
H -1.284 -2.822 -3.843
H -0.427 -4.693 -2.076
H 2.592 -2.827 0.873
H 3.611 -0.740 -0.554
H 3.406 -1.352 -3.196
H 2.294 -3.824 -3.402
H 1.742 -4.705 -0.886
F -1.219 4.512 -1.670
C -0.292 4.260 -0.677
C 0.962 4.858 -0.793
C 1.878 4.518 0.207
F 3.136 5.076 0.115
C 1.598 3.664 1.266
C 0.287 3.067 1.396
C 0.019 2.166 2.473
C -1.155 1.439 2.851
C -1.131 0.597 4.023
C -2.245 -0.134 4.423
C -3.445 -0.100 3.696
C -3.464 0.680 2.546
F -4.611 0.676 1.778
C -2.380 1.438 2.125
C -0.644 3.414 0.368
H 1.205 5.523 -1.618
H 2.378 3.436 1.993
H 0.877 2.011 3.131
H -0.210 0.528 4.609
H -2.205 -0.753 5.324
H -4.329 -0.667 3.995
H -2.485 2.015 1.216
H -1.642 2.999 0.373
*
```

Summary:
ΔE to the lowest compared entry with this formula, charge and spin   0.00 kcal/mol
M   472.68 g mol⁻¹
E_HOMO   -2.50 eV


# 6
# C17H29AsN2NiO3

C17H29AsN2NiO3 as an isolated structure (ωB97M-V with the def2-TZVPD basis set, OMol25).

```
! wB97M-V def2-TZVPD RIJCOSX def2/J DEFGRID3
* xyz 2 3
Ni 0.530 0.390 -0.824
C -4.387 1.891 0.328
N -3.454 0.811 0.082
C -3.936 -0.546 0.249
C -2.191 1.024 -0.229
O -1.368 0.084 -0.323
C -1.730 2.465 -0.464
O -0.417 2.494 -1.005
C -0.290 2.946 -2.348
C 0.071 1.779 -3.281
O 0.421 0.688 -2.776
N -0.012 1.951 -4.583
C -0.346 3.201 -5.228
C 0.198 0.832 -5.478
H -5.296 1.487 0.767
H -3.964 2.615 1.024
H -4.656 2.409 -0.593
H -4.080 -0.774 1.308
H -4.888 -0.664 -0.269
H -3.205 -1.232 -0.172
H -2.432 2.998 -1.113
H -1.680 2.987 0.500
H -1.218 3.423 -2.681
H 0.523 3.684 -2.351
H -0.084 4.056 -4.612
H 0.217 3.273 -6.157
H -1.411 3.238 -5.466
H 0.234 -0.092 -4.906
H -0.631 0.799 -6.184
H 1.130 0.953 -6.029
C 3.436 -0.329 1.414
As 1.746 -0.937 0.648
C 2.227 -2.727 0.031
C 0.626 -1.192 2.319
C 1.305 -2.028 3.327
C 2.101 -1.445 4.327
C 2.671 -2.217 5.317
C 2.475 -3.596 5.319
C 1.698 -4.191 4.326
C 1.138 -3.422 3.328
H 3.882 -1.116 2.026
H 3.271 0.557 2.028
H 4.139 -0.067 0.621
H 2.550 -3.363 0.861
H 3.057 -2.622 -0.676
H 1.391 -3.193 -0.495
H -0.313 -1.628 1.978
H 0.449 -0.177 2.686
H 2.227 -0.372 4.347
H 3.275 -1.762 6.086
H 2.938 -4.206 6.081
H 1.539 -5.259 4.343
H 0.521 -3.880 2.567
*
```

Summary:
M   443.04 g mol⁻¹
E_HOMO (alpha / beta)   -13.57 / -13.57 eV


# 7
# C2H3IS

A 2-piece molecular cluster, C2H3IS overall (ωB97M-V with the def2-TZVPD basis set, OMol25).

```
! wB97M-V def2-TZVPD RIJCOSX def2/J DEFGRID3
* xyz 0 1
C -0.662 1.184 1.727
C 0.135 -0.849 0.845
S 0.288 2.340 2.182
I -1.066 -2.489 1.085
H -1.672 0.911 1.878
H 0.721 -0.631 -0.108
H 0.705 -0.708 1.772
*
```

Summary:
ΔE to the lowest compared entry with this formula, charge and spin   70.80 kcal/mol
M   186.02 g mol⁻¹
E_HOMO   -7.86 eV


# 8
# C4H4N2O2

A 2-piece molecular cluster, C4H4N2O2 overall (ωB97M-V with the def2-TZVPD basis set, OMol25).

```
! wB97M-V def2-TZVPD RIJCOSX def2/J DEFGRID3
* xyz 0 1
H 2.621 0.416 -0.192
N 1.622 0.432 -0.373
C 1.063 -0.627 -0.214
N 1.352 -1.793 0.468
C 0.036 -1.552 0.227
O -1.064 -1.984 0.206
H 2.193 -2.101 0.989
C -1.814 1.146 -0.549
C -1.203 1.908 0.271
O -0.592 2.558 1.036
H -2.670 1.517 -1.060
H -1.543 0.081 -0.809
*
```

Summary:
ΔE to the lowest compared entry with this formula, charge and spin   104.35 kcal/mol
M   112.09 g mol⁻¹
E_HOMO   -9.03 eV


# 9
# C14H22I2NO5P2Ru

C14H22I2NO5P2Ru as an isolated structure (ωB97M-V with the def2-TZVPD basis set, OMol25).

```
! wB97M-V def2-TZVPD RIJCOSX def2/J DEFGRID3
* xyz 2 6
I 0.874 -2.485 0.024
I -1.177 2.642 0.346
Ru 0.024 0.012 0.123
P 0.155 0.025 -2.365
C 1.788 0.433 -3.141
C -0.204 -1.596 -3.182
H -0.333 -1.431 -4.269
H -1.053 0.942 -4.269
H -1.136 -1.993 -2.753
H -2.029 0.962 -2.766
H 2.526 -0.231 -2.669
H 0.627 -2.294 -2.981
C -1.034 1.148 -3.188
H 1.771 0.375 -4.238
H -0.735 2.187 -2.997
H 2.073 1.464 -2.915
P -0.555 -0.183 2.244
C 0.790 0.224 3.413
C -1.949 0.855 2.827
H -1.860 -2.211 2.102
H -1.559 -1.780 3.800
H -0.261 -2.533 2.818
C -1.106 -1.838 2.802
H -2.786 0.733 2.138
H -2.266 0.562 3.831
H 0.454 0.115 4.453
H 1.113 1.262 3.261
H -1.648 1.911 2.823
H 1.642 -0.445 3.243
C 1.817 0.321 0.487
O 2.961 0.493 0.644
O 1.705 3.785 -2.159
C 1.914 3.055 -1.180
O 1.313 1.953 -0.904
C 2.972 3.382 -0.139
C 3.018 3.216 1.283
C 4.173 3.563 1.970
C 5.282 4.068 1.258
C 5.208 4.272 -0.125
C 4.066 3.912 -0.800
N 6.539 4.269 1.905
O 6.662 4.019 3.125
O 7.493 4.713 1.218
H 2.156 2.868 1.863
H 4.271 3.415 3.041
H 6.041 4.674 -0.674
H 3.966 4.057 -1.874
*
```

Summary:
ΔE to the lowest compared entry with this formula, charge and spin   7.98 kcal/mol
M   701.16 g mol⁻¹
E_HOMO (alpha / beta)   -14.21 / -15.40 eV


# 10
# C3H8N3P

One molecule with the formula C3H8N3P (ωB97M-V with the def2-TZVPD basis set, OMol25).

```
! wB97M-V def2-TZVPD RIJCOSX def2/J DEFGRID3
* xyz 0 1
C 2.126 -0.467 -0.511
C 0.822 0.309 -0.665
C -0.435 -0.552 -0.613
N -1.149 0.153 0.638
P -2.741 -0.138 1.167
N -0.352 1.110 1.082
N 0.691 1.246 0.464
H 2.159 -0.972 0.451
H 2.962 0.226 -0.567
H 2.227 -1.209 -1.301
H 0.861 0.916 -1.575
H -1.098 -0.453 -1.465
H -0.260 -1.592 -0.358
H -3.302 1.099 0.789
H -2.511 0.324 2.463
*
```

Summary:
ΔE to the lowest compared entry with this formula, charge and spin   8.28 kcal/mol
M   117.09 g mol⁻¹
E_HOMO   -9.02 eV


# 11
# C8H7NO3

C8H7NO3 as an isolated structure (ωB97M-V with the def2-TZVPD basis set, OMol25).

```
! wB97M-V def2-TZVPD RIJCOSX def2/J DEFGRID3
* xyz 0 1
C 1.137 -1.533 -0.876
C 2.035 -0.500 0.024
C 0.242 1.153 -0.004
C -0.164 2.434 0.206
C -1.385 2.631 0.828
C -2.010 1.455 1.412
C -1.605 0.134 1.091
C -0.427 0.003 0.266
H -0.558 -2.871 -0.643
H 3.453 -0.689 0.103
H 1.613 -0.366 1.418
H 0.043 3.556 -0.504
H -1.800 3.696 0.532
H -2.927 1.343 2.101
H -2.261 -0.800 1.367
N 0.052 -1.162 -0.266
O -0.936 -2.011 -0.451
O 1.317 -2.601 -1.409
O 1.510 0.812 -0.663
*
```

Summary:
ΔE to the lowest compared entry with this formula, charge and spin   189.21 kcal/mol
M   165.15 g mol⁻¹
E_HOMO   -8.77 eV


# 12
# C20H22N2O4

One molecule with the formula C20H22N2O4 (ωB97M-V with the def2-TZVPD basis set, OMol25).

```
! wB97M-V def2-TZVPD RIJCOSX def2/J DEFGRID3
* xyz 0 1
C -4.114 1.848 -4.091
O -3.055 2.689 -3.453
C -1.981 1.903 -3.008
C -1.699 2.022 -1.652
C -0.688 1.172 -1.151
C -0.658 1.145 0.331
C -1.624 1.748 1.279
N -1.517 1.673 2.610
C -0.515 0.965 3.033
C 0.551 0.434 2.271
C 0.388 0.404 0.935
C 1.622 -0.124 3.186
C 1.494 -1.667 3.441
C 2.600 -2.353 4.392
C 2.452 -2.408 5.828
C 2.326 -3.755 5.040
C 1.147 0.655 4.379
O 1.931 0.969 5.281
N -0.145 1.089 4.378
C 0.107 0.325 -1.990
C -0.154 0.289 -3.355
O 0.624 -0.490 -4.096
C 0.605 -1.902 -3.886
C -1.143 1.119 -3.838
O -1.307 1.348 -5.209
C -0.223 1.135 -6.146
H -3.844 1.162 -4.929
H -4.866 2.561 -4.562
H -4.677 1.285 -3.372
H -2.326 2.756 -1.193
H -2.414 2.357 0.886
H 1.051 -0.237 0.320
H 2.540 0.233 2.926
H 1.454 -2.150 2.507
H 0.492 -1.805 3.880
H 3.567 -2.129 3.922
H 3.338 -2.233 6.445
H 1.692 -1.732 6.195
H 3.182 -4.487 5.007
H 1.266 -4.113 4.854
H -0.179 2.061 4.907
H 0.849 -0.290 -1.557
H -0.260 -2.162 -3.336
H 1.460 -2.144 -3.270
H 0.592 -2.436 -4.926
H -0.046 0.029 -6.327
H -0.635 1.582 -7.054
H 0.740 1.660 -5.832
*
```

Summary:
ΔE to the lowest compared entry with this formula, charge and spin   168.34 kcal/mol
M   354.41 g mol⁻¹
E_HOMO   -7.79 eV